1.
The following is a quantum chemistry calculation of a 6-piece molecular cluster, C12H36N4O6 overall, from OMol25.

Each line ends with the Mulliken charge.
Cartesian coordinates (Å):
O (1.4783, 3.0236, 1.1216)  -0.544
O (-0.8057, 2.1026, -4.0164)  -0.532
O (-2.9347, 1.3856, 3.1086)  -0.667
O (-3.0867, -2.1524, 1.3926)  -0.675
O (-0.5587, -3.3704, 2.6706)  -0.785
O (1.3743, -1.3764, -0.6674)  -0.204
N (-0.8397, 0.7026, 4.1956)  -0.387
N (0.3453, -1.2954, 2.3556)  -0.015
N (-2.1907, -0.7994, 3.7136)  -0.401
N (1.6643, -2.8554, 1.8266)  -0.401
C (1.8213, -2.2054, -1.4984)  1.048
C (-2.4587, -1.5424, 0.3056)  -0.455
C (0.5183, -2.5274, 2.2386)  0.529
C (0.5283, 2.9726, 0.2206)  0.999
C (2.9983, -1.5804, -2.2404)  -1.323
C (-2.0397, 0.4646, 3.6676)  0.435
C (0.9433, 1.6356, -2.9784)  -1.505
C (-1.1867, 0.3386, -2.5974)  -1.075
C (-0.0857, 4.2896, 0.4726)  -1.652
C (-0.5917, 1.7036, -2.8754)  0.724
C (-0.4907, 1.8266, 0.5846)  -0.668
C (0.8583, -2.8734, -2.3954)  -1.360
H (-2.9037, -1.2504, 3.1156)  0.318
H (-1.0607, -0.3654, -3.4344)  0.503
H (3.8863, -1.4994, -1.5834)  0.323
H (0.6423, 5.1686, 0.3336)  0.382
H (1.2773, -1.7694, 0.2276)  -0.105
H (-0.1437, 0.0826, 4.6166)  0.264
H (1.9193, -3.8604, 1.7576)  0.275
H (3.2823, -2.2414, -3.0574)  0.405
H (-0.8197, 4.4446, -0.2634)  0.378
H (2.0303, 3.8256, 0.9826)  0.381
H (-0.1217, 0.9056, 0.2016)  -0.438
H (1.4243, 2.5406, -2.9404)  0.667
H (-2.2787, -2.5574, 1.7306)  0.354
H (1.2523, 1.1336, -2.1074)  0.064
H (-1.5627, -1.3004, 4.3786)  0.315
H (1.2453, -3.6694, -2.9964)  0.484
H (1.3483, 1.0746, -3.7964)  0.387
H (-1.5867, -0.9384, 0.6106)  0.023
H (-2.2947, 0.4796, -2.3834)  0.279
H (-0.5037, -0.9084, 2.8796)  0.075
H (-0.9177, 2.4026, -2.1674)  0.149
H (0.3123, -2.1414, -2.9564)  0.142
H (-0.5847, -0.1584, -1.7974)  -0.127
H (2.8083, -0.5914, -2.6384)  0.139
H (-1.4227, 1.9826, 0.0286)  0.321
H (-2.9537, -0.9394, -0.4464)  0.385
H (2.4843, -2.2574, 1.6406)  0.273
H (-0.5337, 4.4606, 1.3986)  0.365
H (-0.5497, 3.0316, -3.9484)  0.433
H (-2.0657, -2.2494, -0.3444)  0.397
H (2.2803, -3.0424, -0.9054)  0.105
H (-0.7737, 1.8326, 1.5656)  0.474
H (-0.5127, 1.6926, 4.0316)  0.239
H (1.0013, -0.6174, 2.1956)  0.148
H (0.0183, -3.4284, -1.8254)  0.260
H (1.1153, 2.8596, -0.7064)  -0.124

Force components x, y, z for each atom (eV/Å):
6.09 -1.07 4.95
-4.94 5.24 -10.82
5.32 -4.69 2.89
-0.27 0.33 -0.06
5.27 3.31 -2.52
-3.82 5.58 6.38
3.00 5.77 0.48
-4.77 5.37 2.42
-2.06 -5.14 0.18
6.25 -4.74 -2.42
5.07 -5.73 -3.24
1.19 1.84 -0.76
-8.16 -5.55 4.03
-2.53 -0.18 -0.86
0.95 -0.58 -0.27
-4.17 6.11 -2.62
-0.20 -2.49 2.81
-0.54 -0.51 0.66
0.16 2.72 -3.14
4.65 -5.09 6.33
0.88 1.57 -3.93
-3.15 -1.18 0.79
0.40 0.00 0.70
-0.20 0.58 -0.17
-0.49 0.03 -0.15
-0.66 -1.29 0.06
-0.32 0.45 -1.37
-0.97 0.21 -0.41
-0.64 1.14 0.08
0.15 0.08 -0.19
-1.45 0.71 -1.04
-0.59 -0.99 0.24
0.46 -1.05 0.18
0.85 2.63 -0.16
-0.10 -1.04 1.00
1.18 -0.81 1.39
-1.47 -0.10 -1.21
0.67 -0.06 -0.64
-0.51 -0.36 -0.78
-0.33 0.05 0.12
1.35 -0.59 -0.01
1.45 -1.28 -1.70
-0.39 0.85 1.95
-0.15 0.35 -0.82
-1.04 0.50 -0.09
-0.36 0.15 -0.07
0.12 0.13 0.01
-1.42 0.43 0.84
-1.11 -0.10 0.53
-0.60 -0.46 1.74
-0.30 0.04 -1.37
1.06 -1.98 -1.09
0.14 -0.06 -0.53
-0.31 -0.02 2.74
-0.40 -1.65 0.71
2.12 1.74 -0.71
1.25 0.97 -0.33
-1.59 -0.07 -0.68

Summary:
- relative energy (zero: lowest compared OMol25 entry of this formula, charge and spin) (kJ/mol) = 877.3
- 2S+1 = 1
- LUMO (eV) = -0.02
- HOMO-LUMO gap (eV) = 9.13
- SMILES string = NC(N)=O.NC(N)=O.CC(C)O.CC(C)O.CC(C)O.CO

2.
The following is a quantum chemistry calculation of C22H36AlBBr18O8 as an isolated structure, from OMol25.

Each line ends with the Mulliken charge.
Cartesian coordinates (Å):
Br (32.7530, 8.6741, 3.4785)  -0.046
Br (30.7751, 7.1252, 1.8992)  0.116
Br (32.1241, 6.1272, -0.1447)  0.071
Br (33.6722, 12.5893, 2.7494)  -0.057
Br (34.9693, 8.3473, -0.6909)  0.222
Br (30.6867, 11.5986, 3.8189)  0.018
Br (37.5320, 6.7475, -3.6300)  0.022
Br (26.5483, 9.5699, -1.7881)  -0.088
Br (28.8005, 6.5259, -0.7292)  -0.021
Br (36.2683, 12.3461, -1.8790)  -0.137
Br (35.8296, 4.7166, -5.3348)  -0.005
Br (36.8995, 14.9285, -0.4473)  -0.130
Br (35.6605, 4.3705, -2.2898)  0.049
Br (36.8181, 7.3841, -7.8651)  -0.090
Br (32.3429, 14.5148, -1.5851)  -0.194
Br (36.2992, 11.3906, 2.7857)  -0.073
Br (29.6440, 8.5560, -3.2980)  -0.046
Br (28.0827, 10.9611, 0.5963)  -0.062
Al (31.5874, 10.9214, -6.9799)  0.482
O (34.0477, 11.6077, 0.0092)  -0.660
O (31.7386, 10.1178, 0.7039)  1.010
O (33.4654, 8.4755, -2.9346)  -0.010
O (32.0403, 9.4548, -5.9544)  -0.598
O (33.6893, 10.7084, -2.0782)  0.000
O (31.8621, 9.3909, -1.4574)  0.469
O (32.0197, 10.0572, -3.7977)  -0.616
O (33.6541, 7.2236, -4.9578)  -0.394
C (35.7656, 7.2250, -2.7715)  -0.676
C (33.4590, 10.8478, -0.7946)  -0.802
C (29.5467, 8.4498, 0.8992)  0.796
C (32.1654, 12.1878, 1.4244)  -0.230
C (32.3562, 9.2488, -4.7989)  -1.064
C (33.2113, 8.1839, -4.2516)  1.481
C (36.3976, 11.3777, -0.1618)  0.838
C (32.2561, 10.0157, -0.3981)  -0.117
C (31.3332, 6.5695, -1.9525)  0.439
C (28.8254, 9.5158, 1.7301)  -0.489
C (28.2376, 10.6950, -2.0903)  -1.143
C (34.2200, 14.0013, -1.0581)  0.899
C (35.7728, 12.1429, 1.0002)  0.479
C (29.4402, 9.8296, -1.7582)  1.383
C (33.8926, 9.0040, 1.9125)  0.977
C (34.8667, 15.0931, -0.2700)  -0.633
C (34.7983, 6.1003, -2.9843)  1.218
C (29.9703, 5.9428, -2.2145)  -0.869
C (34.7190, 6.1952, -6.0984)  -0.227
C (33.9262, 7.8279, 0.8676)  0.408
C (31.2688, 11.1355, 2.0024)  -0.565
C (35.5411, 7.4609, -6.2996)  -0.447
B (32.7795, 9.6873, -2.6048)  0.693
H (34.8748, 9.2961, 2.2840)  0.485
H (36.0670, 7.5977, -5.3547)  0.089
H (34.6859, 12.2207, 1.0261)  -1.359
H (28.3274, 10.9538, -3.1453)  0.643
H (31.3290, 7.6589, -1.9170)  -1.360
H (32.5266, 12.0426, 0.4063)  -0.382
H (36.1352, 13.1704, 0.9684)  0.317
H (33.3076, 9.8578, 1.5705)  -1.126
H (36.0739, 10.3517, -0.3370)  -0.921
H (34.2764, 6.9552, 1.4187)  0.951
H (29.2126, 9.3141, -0.8251)  -0.851
H (29.4878, 6.2393, -3.1459)  0.557
H (35.0019, 8.4051, -6.3769)  0.329
H (32.0436, 6.1463, -2.6626)  0.984
H (32.8961, 7.6253, 0.5744)  -1.683
H (28.1162, 9.0417, 2.4087)  0.622
H (35.9785, 7.3181, -1.7065)  0.510
H (28.8886, 7.8493, 0.2710)  0.781
H (34.5654, 15.1847, 0.7735)  0.351
H (28.1234, 11.5507, -1.4249)  0.639
H (31.6907, 10.1466, 2.1818)  0.179
H (29.4980, 10.0420, 2.4073)  0.057
H (34.5725, 16.0466, -0.7084)  0.596
H (30.2435, 8.9188, 0.2046)  -1.687
H (33.8640, 6.2037, -5.4223)  0.237
H (34.8326, 13.8857, -1.9522)  0.634
H (37.4555, 11.1998, 0.0312)  0.673
H (31.5592, 13.0923, 1.4747)  1.096
H (33.8869, 6.2947, -2.4189)  -1.249
H (34.5800, 5.8027, -4.0099)  -0.416
H (35.3870, 8.2199, -3.0059)  0.455
H (34.1349, 13.0397, -0.5519)  -0.484
H (34.3105, 5.7010, -6.9799)  0.624
H (30.3422, 11.0739, 1.4316)  -0.447
H (29.9112, 4.8633, -2.3530)  0.576
H (30.3178, 10.4676, -1.8622)  -0.005

Force components x, y, z for each atom (eV/Å):
1.30 -0.55 0.90
-2.55 1.75 1.12
-1.39 -4.05 -4.49
-3.06 0.42 0.18
-2.17 0.58 5.17
-0.51 0.95 1.05
-0.49 1.33 0.98
1.01 0.77 -0.98
-0.68 -4.67 -4.14
1.91 -2.93 -0.29
0.28 -0.64 -2.42
-1.19 1.61 0.76
-1.16 1.20 0.57
-1.01 -0.01 1.44
0.76 -0.37 0.33
1.23 0.01 -1.09
-1.38 1.69 -0.16
0.26 -0.82 3.52
-0.44 1.20 -1.01
-4.94 -6.47 -7.27
2.01 -6.14 -11.23
-1.09 -1.22 -4.36
0.12 -1.32 -0.03
-0.61 0.11 -0.17
0.75 -0.62 -0.12
1.00 -0.05 -1.95
-8.19 13.31 9.53
2.38 -1.57 -1.50
1.63 1.45 1.30
0.60 1.87 1.52
-1.49 2.56 2.23
-0.92 2.79 2.46
1.86 -2.32 0.62
1.27 -0.13 0.59
0.52 1.22 0.31
-0.46 -1.20 0.08
0.50 -0.57 1.34
-1.00 -1.10 -1.19
-0.57 1.12 -0.43
3.58 0.46 1.11
-1.80 1.19 -1.77
-0.37 -0.14 -0.28
0.17 0.99 0.00
0.59 -1.54 1.12
-0.41 -0.97 0.37
3.49 -5.64 -4.92
0.04 2.83 3.12
-0.65 2.45 4.18
0.61 -0.18 -0.08
-0.22 0.50 1.33
-0.05 -0.11 0.14
0.73 0.00 -0.58
2.64 0.48 2.07
-0.63 0.23 0.11
-0.01 -1.07 0.00
-1.13 1.00 1.93
0.39 -0.16 0.41
1.60 -0.32 -0.03
-0.46 0.63 0.11
0.60 -0.18 -0.68
0.66 0.15 -1.38
0.32 0.38 0.40
-0.35 -0.36 -0.78
0.12 0.13 0.06
1.51 1.70 0.35
-0.63 0.27 -0.52
1.70 -1.83 -1.81
0.22 1.81 2.32
0.46 -0.45 0.12
0.14 -0.10 -1.26
-1.01 1.66 3.13
-0.37 -0.37 -0.08
0.62 0.06 -0.14
0.04 -0.75 0.94
2.45 -5.13 -3.20
-1.54 0.55 -0.02
0.23 0.59 -0.11
0.30 0.33 -0.03
0.35 -0.40 0.17
0.31 0.17 1.47
0.86 -0.41 -1.01
0.00 1.70 -0.79
0.54 0.34 -0.75
0.39 0.73 0.62
0.56 -0.19 0.97
-0.65 -0.19 0.50

Summary:
- net charge = +2
- 2S+1 = 1
- LUMO (eV) = -10.95
- HOMO-LUMO gap (eV) = 1.90